1.
DFT (ωB97M-V with the def2-TZVPD basis set) results for a gas-phase ion, C2H7N3 (charge +1).

```
! RIJCOSX wB97M-V def2-TZVPD def2/J DEFGRID3
* xyz 1 2
C 0.436 1.406 1.401
N 0.115 0.065 0.829
C -0.089 -0.327 -0.477
N -0.242 -1.795 -0.631
N -0.128 0.556 -1.407
H -0.219 1.597 2.287
H 1.492 1.577 1.463
H -0.001 2.039 0.577
H 0.545 -0.705 1.320
H -0.728 -2.226 0.111
H -0.648 -1.896 -1.543
H -0.742 1.359 -1.294
*
```

E_LUMO (alpha / beta) = -4.07 / -7.92 eV

***

2.
DFT (ωB97M-V with the def2-TZVPD basis set) results for a molecular structure, C28H37IrN2O2SSb2.

```
! RIJCOSX wB97M-V def2-TZVPD def2/J DEFGRID3
* xyz 3 2
Ir -0.147 0.264 -0.117
C 0.369 -2.687 2.160
Sb -0.862 -0.990 1.982
C -2.860 -1.694 1.933
C -0.615 0.165 3.771
C 0.677 -0.256 4.413
C 0.660 -1.261 5.376
C 1.837 -1.745 5.927
C 3.054 -1.230 5.508
C 3.080 -0.214 4.565
C 1.904 0.290 4.014
C 1.998 1.460 3.071
Sb 2.021 1.021 0.978
C 2.666 2.841 0.123
C 3.555 -0.377 0.647
H 0.432 -2.960 3.211
H 1.358 -2.460 1.771
H -0.070 -3.494 1.577
H -2.930 -2.514 2.647
H -3.110 -2.063 0.940
H -3.552 -0.910 2.235
H -1.479 -0.016 4.409
H -0.626 1.213 3.472
H -0.290 -1.662 5.710
H 1.802 -2.515 6.686
H 3.978 -1.597 5.932
H 4.032 0.218 4.279
H 2.949 1.977 3.212
H 1.213 2.201 3.225
H 3.640 3.066 0.555
H 1.980 3.647 0.376
H 2.767 2.736 -0.956
H 4.493 0.087 0.951
H 3.579 -0.626 -0.410
H 3.374 -1.268 1.242
N -3.418 6.613 -0.592
C -3.843 5.394 -0.748
S -5.373 5.014 -1.358
C -2.956 4.233 -0.448
C -1.639 4.234 -0.898
C -0.862 3.114 -0.669
N -1.317 2.025 -0.024
C -2.584 2.041 0.417
C -3.436 3.115 0.224
H -3.979 7.426 -0.829
H -2.534 6.797 -0.131
H -1.217 5.059 -1.458
H 0.154 3.067 -1.038
H -2.932 1.155 0.929
H -4.448 3.060 0.604
C -1.245 -4.067 -6.224
C -0.668 -3.212 -5.130
C 0.707 -3.028 -5.032
C 1.286 -2.248 -4.037
C 2.774 -2.022 -3.989
C 0.435 -1.672 -3.107
C -0.956 -1.810 -3.187
C -1.864 -1.057 -2.239
C -1.491 -2.592 -4.194
C 0.880 -0.811 -2.002
O 1.008 0.447 -2.045
O 0.880 -1.340 -0.784
H -0.740 -3.882 -7.170
H -2.309 -3.880 -6.355
H -1.117 -5.125 -5.991
H 1.355 -3.500 -5.761
H 3.308 -2.819 -4.501
H 3.146 -1.980 -2.962
H 3.035 -1.082 -4.478
H -1.805 0.025 -2.411
H -1.633 -1.286 -1.175
H -2.908 -1.342 -2.355
H -2.566 -2.709 -4.269
*
```

E_LUMO (alpha / beta) = -9.90 / -12.05 eV

***

3.
DFT (ωB97M-V with the def2-TZVPD basis set) results for a molecular structure, C30H36GeInN5OSe.

```
! RIJCOSX wB97M-V def2-TZVPD def2/J DEFGRID3
* xyz 2 1
In -0.942 -0.567 1.073
C -0.796 2.566 5.923
C -1.396 1.396 6.382
C -1.548 0.307 5.542
C -1.091 0.408 4.234
C -0.497 1.571 3.766
C -0.345 2.656 4.613
N -1.209 -0.667 3.297
N -1.606 -1.772 3.691
C -1.741 -2.799 2.708
C -2.119 -4.043 3.191
C -2.284 -5.088 2.293
C -2.073 -4.878 0.939
C -1.689 -3.622 0.460
C -1.518 -2.570 1.345
H -0.676 3.407 6.592
H -1.747 1.335 7.403
H -2.014 -0.606 5.884
H -0.130 1.622 2.742
H 0.129 3.562 4.261
H -2.272 -4.176 4.254
H -2.583 -6.064 2.649
H -2.217 -5.692 0.241
H -1.532 -3.490 -0.603
C -2.451 3.743 -2.626
Ge -2.971 4.318 -0.845
C -2.443 6.121 -0.403
C -4.843 3.950 -0.476
C -1.901 3.095 0.354
Se -2.572 1.276 0.184
C -3.760 1.216 1.727
H -3.049 4.248 -3.384
H -2.602 2.669 -2.746
H -1.402 3.978 -2.811
H -2.992 6.812 -1.044
H -1.378 6.274 -0.569
H -2.682 6.356 0.633
H -5.467 4.554 -1.135
H -5.099 4.210 0.552
H -5.095 2.905 -0.661
H -1.942 3.354 1.411
H -0.861 3.096 0.030
H -4.570 1.913 1.528
H -3.216 1.499 2.625
H -4.157 0.207 1.808
C 2.247 -1.535 -6.559
C 3.045 -1.840 -5.320
C 4.303 -1.285 -5.112
C 5.037 -1.572 -3.971
C 4.529 -2.435 -3.009
N 5.347 -2.713 -1.878
C 5.015 -3.127 -0.623
O 5.764 -3.714 0.113
N 3.697 -2.830 -0.175
C 3.024 -1.634 -0.265
C 3.514 -0.488 -0.903
C 2.745 0.658 -0.940
C 1.503 0.677 -0.342
N 1.034 -0.415 0.283
C 1.763 -1.542 0.320
C 3.282 -3.017 -3.208
C 2.555 -2.708 -4.348
H 2.856 -1.028 -7.306
H 1.395 -0.892 -6.331
H 1.857 -2.449 -7.007
H 4.725 -0.621 -5.856
H 6.017 -1.130 -3.832
H 6.338 -2.803 -2.056
H 3.445 -3.438 0.591
H 4.496 -0.494 -1.351
H 3.117 1.548 -1.429
H 0.878 1.560 -0.341
H 1.328 -2.393 0.830
H 2.897 -3.742 -2.506
H 1.594 -3.186 -4.502
*
```

E_LUMO = -6.74 eV

***

4.
DFT (ωB97M-V with the def2-TZVPD basis set) results for a single CHN5 molecule.

```
! RIJCOSX wB97M-V def2-TZVPD def2/J DEFGRID3
* xyz 0 1
N 0.274 1.571 0.099
N 0.814 0.825 0.959
N -0.418 1.104 -0.906
N 0.685 -0.472 0.925
N -0.746 -0.149 -0.927
C -0.252 -0.914 0.085
H -0.356 -1.964 -0.236
*
```

SMILES = c1nnnnn1
E_LUMO = -1.29 eV

***

5.
DFT (ωB97M-V with the def2-TZVPD basis set) results for a single C3H6O molecule.

```
! RIJCOSX wB97M-V def2-TZVPD def2/J DEFGRID3
* xyz 0 1
C -1.274 0.362 0.353
C 0.679 -0.663 -0.831
C 0.229 0.417 0.106
O 1.858 -1.124 -0.434
H 2.188 -1.804 -1.044
H -1.806 0.339 -0.598
H -1.534 -0.533 0.918
H -1.596 1.236 0.921
H 0.792 0.427 1.047
H 0.465 1.342 -0.437
*
```

E_LUMO = 0.97 eV

***

6.
DFT (ωB97M-V with the def2-TZVPD basis set) results for a single C2H2Cl2Si molecule.

```
! RIJCOSX wB97M-V def2-TZVPD def2/J DEFGRID3
* xyz 0 1
C 1.710 -0.019 1.047
C 0.744 0.086 0.327
Si -0.919 0.118 -0.503
Cl -0.628 -0.875 -2.308
Cl -2.411 -0.914 0.450
H 2.622 0.102 1.561
H -1.117 1.501 -0.574
*
```

SMILES = C#C[SiH](Cl)Cl
E_LUMO = 0.66 eV

***

7.
DFT (ωB97M-V with the def2-TZVPD basis set) results for a molecular structure, C54H59N7O18.

```
! RIJCOSX wB97M-V def2-TZVPD def2/J DEFGRID3
* xyz 0 1
C 4.356 -1.746 3.979
C 3.910 -0.647 4.819
C 3.420 0.447 4.244
C 3.375 0.539 2.834
C 3.728 -0.540 2.081
C 4.274 -1.659 2.627
N 2.782 1.709 2.209
O 3.194 2.020 1.088
O 1.949 2.412 2.770
H 4.701 -2.626 4.501
H 3.796 -0.895 5.864
H 3.065 1.274 4.840
H 3.531 -0.492 1.020
H 4.435 -2.540 2.024
C 4.480 5.060 0.603
C 3.805 4.103 1.311
C 2.532 3.732 0.834
C 1.899 4.268 -0.315
C 2.527 5.404 -0.870
C 3.849 5.703 -0.490
N 0.689 3.611 -0.763
O 0.443 2.457 -0.396
O -0.088 4.136 -1.545
H 5.454 5.441 0.873
H 4.184 3.744 2.256
H 2.012 2.895 1.277
H 1.984 5.844 -1.693
H 4.350 6.522 -0.986
C 4.307 -0.902 -4.175
C 5.604 -1.202 -3.612
C 5.772 -1.677 -2.295
C 4.630 -1.960 -1.568
C 3.340 -1.616 -2.070
C 3.226 -1.053 -3.312
N 4.802 -2.431 -0.136
O 3.801 -2.542 0.476
O 5.889 -2.822 0.259
H 4.157 -0.352 -5.093
H 6.550 -1.028 -4.104
H 6.760 -1.979 -1.981
H 2.441 -1.636 -1.472
H 2.328 -0.512 -3.570
C -3.056 -3.422 0.069
C -4.416 -3.515 0.206
C -5.016 -2.881 1.339
C -4.205 -2.439 2.406
C -2.841 -2.589 2.335
C -2.254 -3.066 1.145
N -4.898 -1.694 3.510
O -4.255 -0.935 4.260
O -6.115 -1.907 3.666
H -2.560 -3.817 -0.806
H -4.988 -3.972 -0.588
H -6.095 -2.901 1.307
H -2.245 -2.080 3.077
H -1.178 -3.002 1.089
C -1.115 2.046 -0.338
C -1.636 2.324 0.905
C -2.914 2.873 0.989
C -3.621 3.416 -0.132
C -2.980 3.193 -1.374
C -1.810 2.487 -1.482
N -4.945 3.976 -0.087
O -5.569 3.705 0.920
O -5.388 4.476 -1.104
H -0.195 1.481 -0.335
H -1.103 2.044 1.801
H -3.328 3.057 1.970
H -3.430 3.538 -2.293
H -1.374 2.333 -2.458
C -0.207 -0.793 -3.949
C -1.325 -0.224 -4.521
C -2.573 -0.909 -4.368
C -2.568 -2.184 -3.682
C -1.368 -2.641 -3.025
C -0.196 -1.959 -3.175
N -3.832 -2.976 -3.506
O -4.849 -2.619 -3.988
O -3.888 -4.036 -2.849
H 0.738 -0.275 -4.025
H -1.124 0.709 -5.027
H -3.356 -0.470 -4.970
H -1.441 -3.401 -2.261
H 0.682 -2.370 -2.699
C -4.781 0.645 1.825
C -3.679 -0.081 1.376
C -3.427 -0.342 0.039
C -4.306 0.246 -0.893
C -5.366 1.069 -0.451
C -5.651 1.244 0.908
N -3.987 -0.058 -2.347
O -4.904 -0.246 -3.133
O -2.836 0.050 -2.742
H -4.975 0.711 2.885
H -3.055 -0.671 2.032
H -2.529 -0.877 -0.230
H -5.891 1.489 -1.296
H -6.387 1.944 1.275
C 0.351 1.531 -2.396
C 1.460 1.506 -3.472
O 1.650 0.454 -4.115
C 2.477 2.752 -3.514
H -0.522 0.997 -2.771
H 0.159 2.596 -2.264
H 0.693 1.265 -1.396
H 1.940 3.700 -3.567
H 3.034 2.575 -4.433
H 2.984 2.654 -2.554
C 0.448 -4.297 0.498
C 0.671 -3.893 1.939
O -0.349 -3.744 2.662
C 2.027 -3.436 2.387
H 1.241 -4.968 0.166
H 0.552 -3.410 -0.128
H -0.580 -4.629 0.354
H 2.434 -2.639 1.764
H 2.731 -4.253 2.233
H 1.986 -3.177 3.445
C 0.070 -0.878 4.193
C 0.151 0.666 4.155
O 0.869 1.328 4.923
C -0.484 1.449 3.022
H 0.513 -1.265 5.111
H 0.547 -1.330 3.324
H -0.954 -1.249 4.223
H -0.628 2.511 3.218
H -1.442 0.992 2.775
H 0.246 1.402 2.214
C -0.138 -1.547 -1.072
C 0.038 -0.869 0.294
O -0.755 -1.226 1.247
C 1.168 0.112 0.551
H 0.594 -1.294 -1.840
H -1.138 -1.262 -1.398
H -0.147 -2.631 -0.950
H 2.028 -0.159 -0.062
H 1.599 0.416 1.505
H 0.845 1.084 0.179
*
```

E_LUMO = -2.19 eV

***

8.
DFT (ωB97M-V with the def2-TZVPD basis set) results for 2 unconnected molecules or ions with the total composition C8H10.

```
! RIJCOSX wB97M-V def2-TZVPD def2/J DEFGRID3
* xyz 0 1
C 1.002 -1.032 -0.922
C 1.669 -0.009 -0.249
C 1.290 0.391 1.036
C 0.184 -0.241 1.628
C -0.477 -1.281 0.978
C -0.066 -1.683 -0.307
C -1.076 2.001 -1.280
C -2.075 1.382 -0.639
H 1.339 -1.333 -1.908
H 2.531 0.454 -0.715
H 1.795 1.172 1.573
H -0.167 0.086 2.606
H -1.309 -1.766 1.490
H -0.623 -2.490 -0.785
H -0.509 2.748 -0.736
H -0.761 1.723 -2.269
H -2.331 1.620 0.412
H -2.670 0.615 -1.134
*
```

SMILES = c1ccccc1.C=C
E_LUMO = 1.16 eV

***

Sequential energy relative to the best compared isomer or geometry (same formula, charge and spin) output: 68.7; 85.0; 11.9; 8.7; 239.5; 0.0; 2727.4; 112.4 kJ/mol